Formula: C80H178Cl26O27
Source: the Open Molecules 2025 dataset
Level of theory: the ωB97M-V functional and the def2-TZVPD basis

Geometry as XYZ:
```
311
Properties=species:S:1:pos:R:3:forces:R:3
Cl -2.5947 2.5845 -7.8935 0.184 -0.238 0.508
C -1.4077 1.3101 -8.3595 0.795 -0.109 0.278
C -0.1188 1.2614 -7.4955 -1.121 1.058 -1.102
Cl -0.5614 0.6935 -5.8991 0.115 -0.323 0.790
H -1.1887 1.6550 -9.3608 0.328 -0.668 -0.331
H -1.8902 0.3378 -8.2829 -0.240 0.167 -0.434
H 0.1873 2.2930 -7.3934 0.517 0.055 0.161
H 0.6987 0.6691 -7.9377 -0.647 0.144 0.165
Cl 2.7680 9.6899 -3.9276 -0.257 -0.103 0.250
C 1.5641 9.0852 -2.7387 -0.401 0.217 0.494
C 0.3219 8.5177 -3.4406 1.106 -0.589 0.942
Cl 0.7220 6.8994 -4.1327 -0.213 0.515 -0.106
H 1.2904 9.9187 -2.0489 0.166 -0.491 -0.727
H 2.0670 8.3205 -2.1394 -0.176 0.089 -0.168
H 0.0154 9.1849 -4.2123 -0.374 0.261 -0.651
H -0.4779 8.3233 -2.7270 0.048 0.208 0.011
Cl 4.5458 -2.3186 -0.7644 -0.148 0.064 -0.078
C 3.8451 -2.3796 0.8928 1.769 -0.016 0.301
C 5.0452 -2.3632 1.9260 -1.719 -0.624 -0.473
Cl 6.0605 -3.8107 1.7148 0.098 -0.153 0.258
H 3.1564 -3.2107 0.8180 0.101 -0.277 0.750
H 3.3107 -1.4710 1.0532 -0.609 0.690 -0.077
H 4.6748 -2.3311 2.9890 0.461 0.023 -1.173
H 5.6675 -1.5187 1.6452 -0.048 0.197 0.307
Cl -3.0354 -1.4268 -1.5957 0.114 -0.204 -0.851
C -1.8549 -1.4104 -2.9718 0.019 0.121 -0.979
C -2.4039 -1.8762 -4.3720 1.056 0.596 1.930
Cl -2.6372 -3.6126 -4.2427 -0.426 -0.692 -0.441
H -1.0032 -2.0404 -2.6449 -0.567 0.454 -0.312
H -1.5423 -0.3730 -3.1112 0.138 -0.034 0.402
H -1.5838 -1.6647 -5.0840 -0.772 -0.184 0.252
H -3.3364 -1.3644 -4.6164 0.131 -0.180 -0.095
Cl 2.9005 -8.6966 6.2151 0.042 0.110 -0.068
C 1.6103 -8.0531 5.1686 0.375 -0.036 -1.106
C 2.0807 -7.0027 4.1673 0.745 0.560 0.177
Cl 2.9787 -5.5334 4.8470 -0.459 -0.640 0.117
H 0.8217 -7.7000 5.7883 -0.523 0.387 0.604
H 1.2358 -8.9037 4.5758 0.150 0.360 0.139
H 1.2603 -6.5431 3.6185 -0.075 -0.437 0.139
H 2.8142 -7.4245 3.4898 -0.152 -0.166 -0.060
Cl 0.0475 3.2841 2.2572 -0.343 -0.276 -0.168
C 0.9137 4.1568 3.5274 0.971 2.073 -1.249
C 1.9299 5.2047 2.8362 -1.394 -1.249 1.514
Cl 1.0521 6.5725 2.1382 -0.005 0.175 -0.103
H 1.5383 3.4782 4.0718 0.017 -0.503 0.403
H 0.1543 4.6584 4.1381 0.428 -0.082 -0.059
H 2.4859 4.6889 2.0621 0.111 0.100 -0.010
H 2.5831 5.5851 3.6273 0.002 -0.020 -0.300
Cl -6.6268 1.8813 0.2088 0.498 0.187 -0.133
C -5.2579 2.7541 -0.5947 0.423 -0.246 -0.579
C -3.9370 1.9272 -0.6411 -1.817 0.637 0.335
Cl -3.3745 1.5609 0.9964 0.339 -0.094 0.312
H -5.1440 3.7404 -0.1055 0.026 -0.707 -0.167
H -5.5700 2.8955 -1.6424 0.123 0.058 0.417
H -3.2053 2.5596 -1.1184 0.241 -0.083 -0.267
H -4.1116 0.9708 -1.1441 0.210 0.360 -0.003
Cl 3.0226 2.0274 2.2483 -0.590 -0.300 -0.507
C 4.5459 1.4333 2.8826 1.223 0.953 0.720
C 5.3298 2.6019 3.4780 0.332 0.163 -0.045
Cl 5.7325 3.8429 2.1817 -0.130 -0.463 0.514
H 5.1808 0.9971 2.1233 -0.352 -0.366 -0.300
H 4.3218 0.7402 3.6906 0.105 -0.148 -0.164
H 6.2975 2.2778 3.9078 -0.670 0.094 -0.321
H 4.7414 3.1360 4.2295 0.139 -0.054 -0.153
Cl 3.7533 -1.2154 5.1907 -0.161 0.309 0.234
C 2.1757 -1.4867 4.3762 0.181 -0.581 -0.860
C 1.1620 -0.3568 4.5112 0.689 -0.447 0.618
Cl 0.3802 -0.3599 6.1048 -0.243 -0.087 0.726
H 1.8710 -2.4540 4.7789 -0.505 0.278 0.021
H 2.4061 -1.6700 3.3061 -0.194 0.356 0.520
H 0.3356 -0.5211 3.8249 0.503 0.376 -0.394
H 1.6522 0.6203 4.5025 -0.222 -0.215 -0.782
Cl -4.5383 -7.8774 -0.2498 0.229 -0.866 0.120
C -4.6301 -6.1570 0.1501 -0.612 -0.065 -0.425
C -3.9063 -5.3596 -0.8775 0.249 1.142 0.184
Cl -2.1079 -5.6222 -0.7077 -0.597 -0.189 -0.654
H -4.2181 -5.9543 1.1264 -0.061 -0.156 0.241
H -5.7116 -5.9757 0.1224 0.375 0.500 0.157
H -3.9599 -4.3163 -0.5985 -0.360 0.288 0.104
H -4.3528 -5.4267 -1.8811 0.881 -0.497 0.134
Cl 0.9084 -2.3930 -4.7653 -0.037 -0.085 -0.175
C 1.4765 -3.2525 -3.3018 0.026 0.558 0.217
C 0.9115 -4.6326 -3.2595 -0.766 -1.145 -0.856
Cl 1.2853 -5.2809 -1.6328 -0.038 -0.212 -0.167
H 1.1958 -2.6260 -2.4331 0.145 -0.458 -0.420
H 2.5498 -3.3164 -3.3784 0.348 0.253 0.093
H 1.3213 -5.3187 -4.0426 0.154 0.654 0.808
H -0.1725 -4.6818 -3.4563 0.325 0.277 0.626
Cl 4.0326 -1.0243 -4.3709 0.421 0.001 0.884
C 3.2640 -0.0400 -5.6217 -0.847 -0.150 0.466
C 3.2310 -0.8620 -6.8556 0.383 -0.893 -0.782
Cl 4.8785 -1.2176 -7.4868 0.434 0.465 -0.314
H 3.8027 0.8950 -5.7016 0.075 0.023 -0.075
H 2.2304 0.1418 -5.2758 0.476 0.076 -0.298
H 2.6418 -0.4452 -7.6607 0.015 0.231 -0.101
H 2.9360 -1.8926 -6.6923 -0.752 0.249 0.410
Cl -0.2854 -4.2417 5.8641 0.140 -0.137 0.015
C -1.7255 -3.2114 6.1493 -0.143 -0.860 -0.423
C -3.0011 -3.8851 5.6485 0.533 0.204 -0.658
Cl -3.3948 -5.2980 6.6472 0.126 -0.330 0.310
H -1.4961 -2.3109 5.6180 -0.321 0.519 -0.216
H -1.7553 -3.0237 7.2097 -0.125 0.090 0.305
H -2.9333 -4.2106 4.5765 -0.060 0.300 1.047
H -3.8484 -3.2292 5.7905 -0.091 0.381 -0.278
C 2.9424 4.7063 -0.9858 -0.549 0.328 -1.374
O 3.1211 5.1161 -2.3696 0.095 0.049 -0.031
C 4.1780 6.0588 -2.7178 -1.169 -0.613 1.703
C 4.4764 6.0311 -4.1932 0.408 0.939 0.717
O 5.4286 5.1086 -4.5722 -0.347 -2.041 0.089
C 5.0204 3.7147 -4.3111 0.499 1.820 -0.108
C 6.1556 2.9971 -4.9850 -1.010 1.737 0.103
O 5.9705 1.6420 -4.9129 0.488 -0.124 0.795
C 7.2206 1.1278 -5.1717 1.378 -2.370 -1.161
H 3.8658 4.4563 -0.4887 0.659 0.153 0.162
H 2.3809 3.7585 -1.0745 -0.007 0.614 0.302
H 2.3844 5.4792 -0.4113 0.263 -0.504 -0.252
H 5.0171 5.7544 -2.1028 0.701 0.218 -0.100
H 3.8777 7.0725 -2.4100 0.030 -0.123 -0.096
H 4.9750 6.9818 -4.4326 -0.704 0.058 -0.135
H 3.5308 5.8854 -4.7048 -0.272 0.242 -0.402
H 4.0071 3.5269 -4.6883 0.294 -0.094 -0.253
H 4.9809 3.5528 -3.2315 0.179 -0.169 0.004
H 7.0806 3.3347 -4.4754 -0.293 -0.209 -0.283
H 6.1904 3.3360 -6.0352 0.204 -0.028 0.131
H 8.1018 1.5013 -4.6153 -0.783 0.288 0.349
H 7.4863 1.2660 -6.2305 -0.044 0.082 -0.038
H 7.1702 0.0561 -5.0156 0.039 -0.266 0.052
C -0.1327 2.5769 -1.7228 0.158 0.489 1.281
O -0.0911 1.3909 -2.4357 0.279 -1.528 -1.000
C 1.2319 0.8149 -2.6213 -0.308 0.693 2.348
C 1.8526 0.1495 -1.3169 -0.745 0.629 -1.303
O 1.1123 -0.9618 -0.8494 0.617 -0.155 -0.212
C 0.0194 -0.7003 -0.0181 -1.533 0.217 0.977
C -0.4755 -2.0512 0.5621 1.239 0.084 -1.305
O 0.3052 -2.4402 1.6663 0.315 0.396 0.123
C 0.2242 -3.8332 1.9722 0.141 1.136 -0.281
H 0.3308 2.4177 -0.7162 -0.414 0.420 -0.449
H -1.1817 2.9183 -1.5999 0.616 -0.382 -0.103
H 0.4152 3.3748 -2.2336 0.143 0.127 -0.038
H 1.8950 1.6358 -2.9366 0.160 -0.363 -0.221
H 1.1554 0.0143 -3.3302 -0.230 -0.135 -0.683
H 1.9515 0.8934 -0.5151 0.320 -0.129 -0.054
H 2.8142 -0.2523 -1.6773 -0.154 0.274 0.500
H -0.8100 -0.2444 -0.5821 0.168 -0.198 -0.014
H 0.2192 0.0567 0.7883 0.354 -0.688 -0.347
H -0.3568 -2.7785 -0.2784 0.014 0.174 0.443
H -1.5237 -2.0692 0.7958 -0.668 0.334 0.278
H -0.8240 -4.0921 2.0976 -0.098 -0.441 0.281
H 0.8191 -3.9266 2.8827 -0.250 -0.501 -0.044
H 0.6501 -4.3885 1.1344 0.014 -0.322 0.079
C 1.1013 -1.3237 -10.5928 -0.098 -1.415 -0.339
O 1.7494 -0.4238 -9.7465 -0.025 -0.319 0.822
C 2.4255 0.5721 -10.4302 1.217 0.958 -0.268
C 3.3903 1.4476 -9.5485 -0.132 -1.048 -1.321
O 2.6772 2.1384 -8.5909 -0.803 0.841 -0.029
C 3.5055 2.9869 -7.8362 -0.308 0.656 0.441
C 2.6089 3.8333 -6.9290 0.677 -0.151 0.438
O 2.0612 3.0124 -5.9031 0.416 0.481 -0.114
C 1.1920 3.7573 -5.0697 -1.241 0.453 -1.777
H 1.7902 -2.0585 -11.0782 -0.136 0.688 0.250
H 0.4579 -0.9073 -11.3803 0.298 0.537 0.144
H 0.4488 -1.9105 -9.9624 -0.209 -0.215 0.227
H 1.6442 1.1477 -10.9469 0.459 0.603 0.025
H 3.0695 0.1290 -11.2007 0.022 -0.028 -0.084
H 3.9312 2.1216 -10.2535 -0.423 -0.104 0.242
H 4.1865 0.8742 -9.0403 -0.319 -0.360 -0.403
H 4.1140 3.6764 -8.4453 -0.290 -0.156 -0.262
H 4.2125 2.3412 -7.3234 0.253 0.123 0.671
H 1.8222 4.2965 -7.5301 -0.276 -0.214 -0.171
H 3.1416 4.7025 -6.4816 0.133 -0.593 -0.213
H 0.6267 3.0509 -4.5016 -0.222 -0.446 0.650
H 0.4461 4.2712 -5.7491 0.475 -0.225 0.684
H 1.6484 4.5232 -4.4504 0.517 -0.158 0.160
C -3.7268 10.6203 1.6236 -0.726 -0.081 -0.106
O -3.8300 9.3523 2.2602 1.210 -0.059 0.185
C -3.1299 9.3356 3.5209 -0.878 -0.562 0.190
C -3.3276 7.9747 4.2255 -0.054 0.656 -2.001
O -2.5570 6.9974 3.5143 -0.980 -0.665 -0.111
C -3.2408 6.4149 2.3830 0.125 -0.313 0.147
C -3.8392 5.0259 2.6120 0.997 0.523 0.552
O -4.9604 5.0724 3.4952 0.573 -1.217 0.075
C -5.2344 3.6783 3.8122 -0.574 1.022 -1.330
H -2.6885 11.0172 1.4981 -0.602 -0.487 0.247
H -4.3244 11.2919 2.2688 0.352 0.354 -0.610
H -4.2024 10.5212 0.6115 0.411 0.152 0.983
H -3.6207 10.0707 4.1752 0.440 0.346 -0.043
H -2.0472 9.5054 3.3885 -0.394 0.211 -0.002
H -4.4294 7.7945 4.2659 0.838 -0.404 0.022
H -2.9005 8.0457 5.2078 0.064 -0.035 0.577
H -2.5609 6.3621 1.5279 0.355 -0.237 0.360
H -3.9951 7.0835 2.0279 -0.759 0.467 0.026
H -3.0482 4.3614 3.0571 -0.505 0.443 -0.394
H -4.1043 4.6030 1.6237 -0.042 0.096 0.335
H -4.3587 3.2084 4.2455 0.143 -0.034 0.459
H -5.3797 3.2004 2.8172 -0.361 -0.249 0.767
H -6.1284 3.6183 4.4527 0.446 0.019 -0.312
C 5.0402 -8.5018 2.4270 -0.098 1.170 -0.484
O 3.9551 -9.3473 2.2869 -0.575 -0.833 -0.679
C 3.4528 -9.4141 0.9398 0.166 1.079 1.263
C 2.4196 -8.3093 0.7018 0.313 -1.342 -0.747
O 1.2856 -8.5844 1.5023 1.275 0.050 -0.133
C 0.1948 -7.8965 1.0165 -1.623 0.455 0.646
C -0.9001 -7.9324 2.0485 -0.746 -1.483 -1.154
O -0.8261 -6.8991 2.9468 0.948 0.578 0.844
C -1.8617 -7.0021 3.8774 -0.556 0.271 0.822
H 4.7901 -7.4749 2.1064 0.101 -0.049 0.106
H 5.8947 -8.8087 1.8352 0.367 -0.295 -0.154
H 5.2869 -8.4681 3.4649 0.314 -0.003 0.717
H 2.9313 -10.3739 0.9214 0.229 0.059 -0.567
H 4.2875 -9.2850 0.2115 -0.518 -0.479 0.335
H 2.2020 -8.4168 -0.3908 -0.298 0.414 0.574
H 2.7713 -7.2967 0.9030 0.257 0.083 -0.052
H -0.1656 -8.3506 0.1114 -0.226 -0.303 -0.703
H 0.3405 -6.8439 0.8105 0.675 0.495 -0.181
H -0.8341 -8.9177 2.5577 -0.159 0.294 -0.092
H -1.8776 -7.8634 1.5440 0.067 -0.271 -0.123
H -2.1016 -8.0545 4.1320 -0.005 0.347 -0.336
H -2.7431 -6.4758 3.4667 0.018 -0.321 0.388
H -1.5472 -6.5420 4.8231 -0.121 0.158 -0.364
C -6.9108 -6.6088 6.8206 0.078 -0.205 -1.146
O -6.6482 -6.1100 5.4909 -0.637 -0.574 0.591
C -5.7644 -6.9700 4.8026 0.634 -0.064 -0.361
C -5.6431 -6.5172 3.3106 -0.194 -0.070 1.184
O -4.9614 -5.2802 3.1279 -0.885 -0.165 0.083
C -5.8967 -4.1773 3.1724 1.190 0.009 -0.169
C -5.2015 -2.9848 2.5381 -0.921 0.333 1.289
O -5.3456 -3.0134 1.1497 -0.176 -0.819 -0.326
C -5.4293 -1.7300 0.6277 0.296 0.931 -0.027
H -6.0688 -6.3809 7.4558 0.405 -0.100 0.336
H -7.0964 -7.7158 6.8050 0.033 0.913 0.031
H -7.7705 -6.0641 7.1831 -0.309 -0.033 0.123
H -6.0917 -8.0373 4.9221 0.001 0.690 -0.543
H -4.7901 -6.9060 5.3142 -0.051 -0.118 -0.480
H -6.6573 -6.3754 2.9175 0.058 -0.495 -0.087
H -5.0952 -7.2688 2.7442 -0.093 -0.178 0.011
H -6.1790 -4.0465 4.2216 -0.039 0.371 -0.320
H -6.7857 -4.3552 2.5526 0.039 -0.324 0.194
H -4.1455 -2.9784 2.7772 0.340 0.157 0.412
H -5.7094 -2.0856 2.9652 0.529 -0.382 -0.257
H -4.4697 -1.1703 0.7246 -0.360 -0.267 -0.072
H -6.1735 -1.1560 1.2103 0.013 0.007 -0.593
H -5.6774 -1.8304 -0.4317 -0.146 0.260 0.161
C -5.9241 0.6984 -3.7830 0.669 -0.242 -1.998
O -5.3495 1.9528 -3.9993 1.317 1.494 0.423
C -3.9276 1.8986 -4.3112 -1.917 -0.469 0.098
C -3.3080 3.2559 -4.3544 0.585 0.091 -0.124
O -3.1714 3.8566 -3.0937 0.230 -0.255 0.521
C -2.6204 5.1465 -3.1983 -0.415 0.249 0.864
C -2.9642 5.8911 -1.8982 0.111 -0.931 -1.375
O -2.2548 5.3122 -0.8527 0.003 -0.734 0.957
C -1.0011 5.9075 -0.6307 0.248 -0.460 0.642
H -5.9151 0.2264 -4.7988 -0.041 -0.532 0.804
H -6.9539 0.8814 -3.5568 -0.522 -0.136 0.616
H -5.3707 0.0920 -3.0515 -0.307 0.040 -0.008
H -3.8179 1.4186 -5.2707 0.086 0.016 -0.804
H -3.5119 1.1839 -3.6314 0.885 -0.098 0.921
H -3.9185 3.9303 -4.9446 -0.306 -0.034 -0.576
H -2.3117 3.1911 -4.8275 -0.247 -0.193 -0.049
H -3.0202 5.6395 -4.0599 -0.737 0.610 -0.623
H -1.5465 5.1888 -3.3882 0.364 -0.547 0.280
H -4.0472 5.7848 -1.7084 0.473 0.280 0.007
H -2.6403 6.9081 -2.0430 -0.288 0.861 0.117
H -0.4229 5.3308 0.1142 -0.542 0.110 -0.353
H -1.1673 6.8955 -0.2255 0.184 0.617 0.152
H -0.4062 5.9653 -1.5315 0.249 0.046 -0.505
C -9.3211 -3.6587 4.7076 0.584 0.221 -0.692
O -8.4096 -2.5653 4.8234 -0.050 -0.535 0.588
C -7.6960 -2.6382 6.0414 0.645 0.521 0.457
C -6.9291 -1.3557 6.2683 -0.086 0.254 -0.363
O -5.8316 -1.2545 5.3703 -0.310 0.168 -0.166
C -4.9593 -0.1868 5.6910 0.186 -0.094 -0.645
C -4.0284 0.1122 4.5234 -0.861 -0.142 0.000
O -3.0957 -0.9400 4.3289 -0.539 0.958 1.311
C -2.1834 -0.6386 3.3175 -0.346 -1.250 -1.267
H -9.5431 -3.7387 3.6452 -0.192 -0.066 0.024
H -10.2311 -3.5082 5.2665 -0.419 0.334 0.293
H -8.8854 -4.5955 5.0397 0.341 -0.205 0.022
H -6.9147 -3.4049 6.0400 -0.406 -0.597 -0.110
H -8.3723 -2.7761 6.9087 0.156 -0.098 -0.346
H -6.5194 -1.2867 7.2732 -0.223 -0.250 0.446
H -7.6494 -0.5495 6.1265 0.141 0.489 -0.092
H -4.3492 -0.4515 6.5387 0.392 -0.283 0.628
H -5.4838 0.7347 5.9834 -0.220 -0.127 -0.323
H -3.5446 1.0662 4.7749 0.324 -0.141 -0.207
H -4.6310 0.2570 3.6036 0.212 0.024 0.241
H -2.6782 -0.9590 2.3704 0.522 0.632 0.122
H -1.3588 -1.3431 3.4605 0.166 0.338 -0.130
H -1.8613 0.4149 3.2483 -0.062 -0.334 0.255
C 8.2462 1.7156 6.7178 0.747 0.753 -0.981
O 7.5988 1.1162 5.6135 -1.416 0.995 1.030
C 8.2985 0.1237 5.0011 2.055 -0.458 -0.756
C 7.4622 -0.5080 3.9340 0.052 -1.009 -0.610
O 7.2362 0.2347 2.7441 -0.436 0.748 0.262
C 8.1644 0.1471 1.6786 1.886 -1.010 2.120
C 7.7522 0.9065 0.5203 -1.547 0.728 -1.835
O 6.6469 0.1935 -0.0303 -0.205 0.750 -0.017
C 5.9538 0.9095 -1.0488 0.835 -0.155 0.243
H 8.4736 0.9871 7.5077 0.132 0.093 -0.198
H 7.5764 2.4924 7.1203 0.316 -0.328 -0.214
H 9.1795 2.1959 6.2812 -0.714 -0.394 1.055
H 8.6557 -0.6600 5.7101 -0.410 0.256 -0.212
H 9.2417 0.5244 4.5324 -0.476 -0.139 0.270
H 6.4772 -0.7340 4.3530 0.013 0.051 -0.109
H 7.9464 -1.4644 3.6959 -0.140 -0.053 -0.191
H 8.3164 -0.9175 1.4678 0.059 0.041 -0.347
H 9.1372 0.5753 1.9641 0.061 -0.201 0.328
H 8.5379 0.9703 -0.2629 -0.056 -0.034 0.562
H 7.4644 1.9488 0.8059 0.096 -0.595 -0.148
H 6.6302 1.1128 -1.8945 -0.120 0.060 0.072
H 5.5649 1.8707 -0.6657 -0.129 -0.363 -0.123
H 5.2027 0.2074 -1.3762 -0.498 0.267 -0.204
```
Positions in Å, forces in eV/Å.

Charge ... 0
Orbital gap ... 8.99 eV
HOMO ... -0.33668 Ha